Entry 1:
A molecular structure, C14H18BClN8O4RuS2 at a distorted geometry. Source: OMol25; level of theory: ωB97M-V/def2-TZVPD.

ORCA input file:
```
! wB97M-V def2-TZVPD RIJCOSX def2/J DEFGRID3
* xyz 2 1
Ru -0.28 1.01 -0.64
C -4.39 -1.74 -1.33
N -3.57 -1.71 -0.13
C -3.53 -2.70 0.83
C -2.67 -2.29 1.78
N -2.19 -1.04 1.43
B -1.46 -0.15 2.48
N 0.52 -0.25 1.27
C 2.76 -3.18 0.26
C 3.83 -3.52 0.96
N 4.50 -2.67 1.89
C 5.95 -2.94 2.15
C 3.89 -1.78 2.56
S 3.14 -0.75 3.37
C -2.76 -0.71 0.25
S -2.56 0.71 -0.75
H -4.63 -2.77 -1.55
H -3.84 -1.30 -2.15
H -5.31 -1.18 -1.17
H -4.12 -3.60 0.74
H -2.37 -2.76 2.70
H -1.82 -0.45 3.58
H -1.52 1.00 2.16
H 2.24 -3.87 -0.38
H 4.27 -4.50 0.84
H 6.04 -3.94 2.56
H 6.32 -2.20 2.86
H 6.48 -2.85 1.21
N -0.72 5.07 -0.72
C -0.77 5.02 0.66
C -0.63 3.71 1.00
N -0.48 2.98 -0.14
C -0.55 3.82 -1.16
C -0.45 3.21 -2.47
N -0.26 1.90 -2.47
C -0.26 1.48 -3.78
C -0.43 2.57 -4.57
N -0.55 3.66 -3.73
H -0.81 5.91 -1.27
H -0.92 5.90 1.25
H -0.63 3.26 1.98
H -0.13 0.45 -4.05
H -0.48 2.67 -5.64
H -0.70 4.61 -4.03
O 2.25 -1.93 0.32
Cl 1.17 -0.70 0.05
O 0.09 -0.53 2.51
O 2.05 0.30 -0.50
O 0.32 -1.22 -1.02
*
```

Output
HOMO: -12.76 eV

---

Entry 2:
A molecular structure, C3H10N3OP at a distorted geometry. Source: OMol25; level of theory: ωB97M-V/def2-TZVPD.

ORCA input file:
```
! wB97M-V def2-TZVPD RIJCOSX def2/J DEFGRID3
* xyz 0 1
C -1.24 0.55 -0.59
C -0.61 0.03 -1.94
C 0.39 -0.87 2.32
N -0.26 1.42 -0.04
N 0.78 -0.12 -1.67
N 0.77 -0.89 0.88
O 2.56 0.94 -0.06
P 1.17 0.41 -0.11
H -2.14 1.04 -0.74
H -1.43 -0.36 0.17
H -1.14 -0.80 -2.33
H -0.81 0.89 -2.61
H 0.13 0.06 2.71
H -0.50 -1.43 2.39
H 1.32 -1.35 2.83
H -0.51 1.79 0.84
H 1.44 0.14 -2.39
H 0.06 -1.46 0.32
*
```

Output
HOMO: -9.46 eV